1.
Here is a structure of composition C6H8N2 from the Open Molecules 2025 dataset. Energies are from ωB97M-V/def2-TZVPD.

- highest occupied orbital energy (spin up / spin down) (eV) = -8.48 / -7.11
- F_max (eV Å⁻¹) = 1.28
- orbital gap (spin up / spin down) (eV) = 8.4 / 6.6
- relative energy (zero: lowest compared OMol25 entry of this formula, charge and spin) (kcal per mole) = 157.0
- LUMO (spin up / spin down) (eV) = -0.063 / -0.531

ORCA input file:
```
! RIJCOSX wB97M-V def2-TZVPD def2/J DEFGRID3
* xyz 0 1
C 0.361 2.151 0.391
C 0.943 -0.415 -0.203
C 0.424 0.730 0.059
N 2.121 -1.096 -0.307
C -0.409 -1.235 -0.530
N -0.458 -2.406 0.131
C -1.387 -0.091 -0.204
C -2.483 0.409 -0.004
H 2.913 -0.701 0.175
H 1.989 -2.086 -0.120
H -1.353 -2.536 0.596
H -0.375 -1.261 -1.631
H -0.071 2.741 -0.421
H -0.224 2.329 1.296
H 1.381 2.514 0.566
H -3.373 0.952 0.207
*
```

2.
Here is the molecule C7H8S from the Open Molecules 2025 dataset. Energies are from ωB97M-V/def2-TZVPD.

- highest occupied orbital energy (eV) = -8.06
- F_max (eV Å⁻¹) = 3.96
- orbital gap (eV) = 8.7
- relative energy (zero: lowest compared OMol25 entry of this formula, charge and spin) (kcal per mole) = 105.2
- LUMO (eV) = 0.659

ORCA input file:
```
! RIJCOSX wB97M-V def2-TZVPD def2/J DEFGRID3
* xyz 0 1
C -2.654 -0.051 -0.180
C -1.616 -0.907 0.187
C -0.169 -0.708 -0.055
C 0.728 -1.691 0.028
S 2.443 -1.076 -0.139
C 1.909 0.551 0.366
C 1.223 1.869 0.030
C 0.615 0.536 -0.396
H -2.501 0.925 -0.551
H -3.719 -0.272 0.152
H -1.976 -1.888 0.599
H 0.733 -2.846 -0.110
H 1.678 0.460 1.504
H 1.602 2.268 -0.829
H 0.764 2.439 0.850
H 0.939 0.389 -1.455
*
```

3.
Here is the molecule C4H6OS2 from the Open Molecules 2025 dataset. Energies are from ωB97M-V/def2-TZVPD.

- highest occupied orbital energy (eV) = -8.80
- F_max (eV Å⁻¹) = 3.23
- orbital gap (eV) = 8.0
- relative energy (zero: lowest compared OMol25 entry of this formula, charge and spin) (kcal per mole) = 53.8
- LUMO (eV) = -0.782

ORCA input file:
```
! RIJCOSX wB97M-V def2-TZVPD def2/J DEFGRID3
* xyz 0 1
C -0.304 0.298 -1.377
C 0.528 0.997 -0.422
C 0.477 0.227 0.895
C 0.076 -1.239 0.650
O -2.389 -0.807 -0.002
S -0.651 0.870 -2.814
S -1.152 -1.282 -0.688
H 1.494 1.121 -0.916
H 0.302 1.992 -0.275
H 1.406 0.326 1.541
H -0.457 0.781 1.375
H 1.079 -1.658 0.501
H -0.411 -1.625 1.532
*
```

4.
Here is the molecule C5H10O2 from the Open Molecules 2025 dataset. Energies are from ωB97M-V/def2-TZVPD.

- highest occupied orbital energy (eV) = -9.58
- F_max (eV Å⁻¹) = 0.46
- orbital gap (eV) = 10.4
- relative energy (zero: lowest compared OMol25 entry of this formula, charge and spin) (kcal per mole) = 40.7
- LUMO (eV) = 0.826

ORCA input file:
```
! RIJCOSX wB97M-V def2-TZVPD def2/J DEFGRID3
* xyz 0 1
C -2.020 1.774 -0.282
O -1.109 0.798 -0.718
C -0.105 0.538 0.232
C 0.794 -0.571 -0.303
C 1.981 -0.852 0.613
C -0.015 -1.830 -0.563
O 0.443 -2.947 -0.504
H -2.512 1.474 0.656
H -2.777 1.886 -1.062
H -1.524 2.743 -0.119
H -0.554 0.235 1.195
H 0.491 1.447 0.424
H 1.153 -0.240 -1.289
H 2.568 -1.688 0.227
H 2.628 0.026 0.702
H 1.637 -1.128 1.617
H -1.078 -1.665 -0.828
*
```

5.
Here is the molecule C23H21BrN2O2S from the Open Molecules 2025 dataset. Energies are from ωB97M-V/def2-TZVPD.

- highest occupied orbital energy (eV) = -8.19
- F_max (eV Å⁻¹) = 2.73
- orbital gap (eV) = 8.1
- relative energy (zero: lowest compared OMol25 entry of this formula, charge and spin) (kcal per mole) = 24.6
- LUMO (eV) = -0.065

ORCA input file:
```
! RIJCOSX wB97M-V def2-TZVPD def2/J DEFGRID3
* xyz 0 1
C 2.526 -4.765 1.515
C 2.186 -3.744 0.410
O 2.209 -4.252 -0.678
N 2.043 -2.379 0.686
C 1.901 -1.938 2.108
C 1.055 -0.641 2.252
C -0.135 -0.583 1.272
C -0.948 0.691 1.535
C -1.129 -1.740 1.432
C -1.730 -2.359 0.307
C -2.604 -3.425 0.454
C -2.904 -3.921 1.728
C -2.364 -3.249 2.868
C -1.532 -2.159 2.702
C 0.552 -0.594 -0.078
C 0.189 0.267 -1.144
C 0.805 0.309 -2.404
N 0.423 1.191 -3.429
C -0.230 2.391 -3.347
O -0.500 2.932 -2.279
C -0.613 3.117 -4.565
C -0.596 2.647 -5.868
C -1.031 3.615 -6.857
C -1.251 4.877 -6.332
Br -1.758 6.425 -7.355
S -1.077 4.833 -4.565
C 1.857 -0.570 -2.614
C 2.256 -1.455 -1.581
C 1.599 -1.498 -0.348
H 3.112 -4.303 2.302
H 3.122 -5.584 1.137
H 1.593 -5.076 2.007
H 2.892 -1.771 2.511
H 1.343 -2.657 2.701
H 1.682 0.200 2.031
H 0.765 -0.527 3.335
H -0.323 1.583 1.473
H -1.421 0.696 2.520
H -1.789 0.728 0.808
H -1.477 -1.976 -0.664
H -3.035 -3.929 -0.407
H -3.542 -4.778 1.798
H -2.542 -3.625 3.851
H -1.146 -1.628 3.550
H -0.672 0.909 -1.016
H 0.718 0.960 -4.376
H -0.275 1.628 -6.098
H -1.139 3.309 -7.894
H 2.370 -0.657 -3.534
H 3.065 -2.133 -1.802
*
```

6.
Here is a structure of composition C41H36N2O4PS4Ti from the Open Molecules 2025 dataset. Energies are from ωB97M-V/def2-TZVPD.

- highest occupied orbital energy (spin up / spin down) (eV) = -0.74 / -1.09
- expectation value of S² = 0.780
- F_max (eV Å⁻¹) = 3.37
- orbital gap (spin up / spin down) (eV) = 5.0 / 5.3
- relative energy (zero: lowest compared OMol25 entry of this formula, charge and spin) (kcal per mole) = 0.0
- LUMO (spin up / spin down) (eV) = 4.258 / 4.247

ORCA input file:
```
! RIJCOSX wB97M-V def2-TZVPD def2/J DEFGRID3
* xyz -2 2
Ti -0.177 1.206 0.250
O -5.003 2.580 5.278
C -4.154 2.406 4.419
S -4.338 2.877 2.731
C -2.727 2.422 2.174
C -1.910 1.891 3.098
S -0.278 1.363 2.795
S -2.558 1.738 4.730
S -2.298 2.741 0.521
C -0.006 1.193 -3.902
C 0.115 1.771 -2.533
O -0.357 1.024 -1.531
C 0.656 3.058 -2.309
C 0.992 3.905 -3.395
C 1.440 5.198 -3.205
C 1.571 5.700 -1.908
C 1.277 4.884 -0.821
C 0.851 3.570 -0.985
O 0.642 2.815 0.090
H -0.335 0.157 -3.819
H 0.951 1.213 -4.433
H -0.736 1.741 -4.513
H 0.875 3.526 -4.404
H 1.680 5.820 -4.061
H 1.904 6.718 -1.746
H 1.384 5.244 0.196
C -4.947 0.417 -0.910
C -3.944 0.201 -2.041
C -3.426 1.517 -2.623
C -2.802 -0.736 -1.610
C -3.274 -2.199 -1.522
O -3.112 -2.561 -0.138
C -2.467 -1.507 0.449
N -2.252 -0.474 -0.259
C -2.054 -1.774 1.846
C -3.018 -1.733 2.841
C -2.669 -2.037 4.151
C -1.362 -2.405 4.418
C -0.404 -2.422 3.403
C -0.698 -2.080 2.077
P 0.645 -1.109 0.855
C 0.540 -2.255 -0.604
C -0.069 -3.511 -0.542
C -0.205 -4.310 -1.676
C 0.271 -3.871 -2.904
C 0.881 -2.623 -2.984
C 1.011 -1.830 -1.851
C 2.067 -1.758 1.845
C 2.646 -0.940 2.821
C 3.749 -1.370 3.545
C 4.298 -2.627 3.305
C 3.728 -3.446 2.341
C 2.616 -3.012 1.620
H -5.825 0.959 -1.274
H -4.486 1.003 -0.111
H -5.288 -0.537 -0.488
H -4.452 -0.338 -2.850
H -2.732 1.996 -1.936
H -4.249 2.215 -2.807
H -2.908 1.337 -3.572
H -1.983 -0.634 -2.322
H -2.670 -2.875 -2.125
H -4.325 -2.312 -1.788
H -4.037 -1.446 2.597
H -3.405 -1.964 4.944
H -1.069 -2.652 5.435
H 0.612 -2.690 3.667
H -0.441 -3.867 0.411
H -0.688 -5.278 -1.596
H 0.163 -4.491 -3.788
H 1.254 -2.261 -3.938
H 1.458 -0.846 -1.922
H 2.227 0.042 3.003
H 4.188 -0.719 4.293
H 5.170 -2.959 3.858
H 4.151 -4.425 2.143
H 2.179 -3.662 0.869
N 1.606 0.230 0.204
C 2.951 0.549 0.117
C 3.895 -0.377 -0.379
C 5.251 -0.082 -0.441
C 5.735 1.151 -0.018
C 4.820 2.077 0.483
C 3.465 1.789 0.556
H 3.543 -1.349 -0.701
H 5.939 -0.830 -0.824
H 6.794 1.382 -0.067
H 5.171 3.045 0.830
H 2.773 2.509 0.967
*
```

7.
Here is a cluster of 2 separate species, C22H41BF4N3O8 in total from the Open Molecules 2025 dataset. Energies are from ωB97M-V/def2-TZVPD.

- highest occupied orbital energy (eV) = -12.41
- F_max (eV Å⁻¹) = 1.15
- orbital gap (eV) = 10.0
- LUMO (eV) = -2.375

ORCA input file:
```
! RIJCOSX wB97M-V def2-TZVPD def2/J DEFGRID3
* xyz 1 1
C 3.636 -2.650 2.626
C 2.421 -1.713 2.488
C 2.652 -0.455 1.650
C 1.847 0.710 2.253
C 0.349 0.394 2.403
C -0.339 1.480 3.169
O 0.191 2.219 3.939
F -1.651 1.502 2.997
C 2.106 2.039 1.536
C 2.011 1.950 0.005
C 2.653 3.257 -0.534
C 0.586 1.857 -0.539
O -0.333 2.468 0.346
C -1.645 2.269 -0.114
O -2.027 0.962 0.209
C -2.525 0.201 -0.887
C -2.776 -1.204 -0.436
O -1.536 -1.917 -0.355
C 2.870 0.763 -0.457
B 2.951 0.764 -2.072
N 4.154 1.173 -2.802
O 1.865 0.305 -2.774
N 2.358 -0.529 0.167
C 2.832 -1.656 -0.687
C 2.609 -3.104 -0.239
O 1.597 -3.434 0.312
N 3.568 -4.047 -0.726
C 4.942 -3.845 -0.276
C 3.486 -4.099 -2.196
H 3.400 -3.672 2.354
H 4.453 -2.292 1.999
H 4.022 -2.616 3.640
H 2.203 -1.358 3.494
H 1.533 -2.263 2.195
H 3.699 -0.179 1.773
H 2.209 0.824 3.273
H -0.185 0.181 1.477
H 0.204 -0.491 3.028
H 1.465 2.827 1.910
H 3.135 2.333 1.753
H 3.740 3.216 -0.516
H 2.271 3.547 -1.510
H 2.373 4.059 0.147
H 0.256 0.821 -0.694
H 0.507 2.348 -1.511
H -1.694 2.391 -1.202
H -2.288 3.009 0.356
H -3.447 0.635 -1.270
H -1.795 0.200 -1.705
H -3.431 -1.692 -1.159
H -3.290 -1.179 0.524
H -1.496 -2.353 0.500
H 3.875 0.944 -0.081
H 4.911 0.523 -2.599
H 4.504 2.087 -2.531
H 1.485 0.954 -3.377
H 1.338 -0.486 0.081
H 3.877 -1.516 -0.945
H 2.221 -1.605 -1.588
H 5.316 -2.818 -0.369
H 5.584 -4.467 -0.895
H 5.066 -4.197 0.742
H 2.439 -4.059 -2.496
H 4.010 -3.279 -2.698
H 3.863 -5.057 -2.539
C -7.635 2.087 1.345
C -7.853 0.772 0.632
O -8.089 0.977 -0.779
C -7.026 1.131 -1.539
O -5.877 1.116 -1.199
C -7.457 1.299 -3.011
F -8.485 2.138 -3.121
F -7.817 0.110 -3.506
F -6.442 1.767 -3.731
H -8.475 2.758 1.172
H -7.539 1.916 2.417
H -6.730 2.580 0.992
H -8.749 0.275 0.995
H -7.012 0.094 0.764
*
```